{
  "formula": "C6H11NO3",
  "method": "ωB97M-V with the def2-TZVPD basis set",
  "mol_weight_da": 145.158,
  "orbital_gap_ev": 11.4,
  "de_lowest_kj_mol": 157.6,
  "lumo_energy_ev": -7.9324,
  "e_homo_ha": -0.7111,
  "charge": 2,
  "elements": ["C", "C", "C", "C", "C", "C", "N", "O", "O", "O", "H", "H", "H", "H", "H", "H", "H", "H", "H", "H", "H"],
  "xyz": [[-1.3676, 1.2786, -0.5495], [0.1088, 1.4794, 2.7105], [-0.6810, 0.5432, -1.6270], [1.1980, -0.0021, -0.2428], [1.3041, -0.1184, 1.2713], [-0.6943, -1.7716, -0.4862], [0.1299, -0.5807, -1.0188], [-0.7522, 1.8047, 3.3242], [1.0206, 1.1029, 2.0337], [-1.1364, 0.8721, 0.6065], [-2.1018, 2.0193, -0.6911], [-1.3467, 0.1568, -2.4908], [-0.0283, 1.1448, -2.3246], [1.2682, 1.1209, -0.3779], [2.0861, -0.4777, -0.5392], [0.6736, -0.8922, 1.7137], [2.2988, -0.2546, 1.6994], [-1.2907, -1.8455, 0.4054], [-1.3930, -2.0952, -1.2830], [0.1893, -2.4520, -0.3553], [0.5143, -1.0327, -1.7786]],
  "atomic_forces_ev_per_a": [[0.730, -2.281, 3.117], [0.435, -1.198, -1.299], [-0.259, -0.399, -3.346], [1.583, 2.514, 2.498], [-0.384, -2.267, 0.840], [1.654, -1.722, -0.812], [-4.260, 1.746, 1.285], [-1.608, 1.050, 1.647], [0.514, 1.869, 0.013], [-0.587, 1.221, -2.067], [-0.812, 1.250, -0.675], [0.343, 0.154, 1.825], [-0.161, -0.100, 1.234], [0.125, -1.416, -0.626], [1.399, -0.329, -0.850], [-0.034, 0.029, -0.151], [0.211, -0.372, -1.001], [0.132, 1.452, 0.713], [0.870, 0.154, 0.072], [-1.385, -0.316, -0.168], [1.495, -1.037, -2.251]]
}

=====

{
  "formula": "C6H11NO4S",
  "method": "ωB97M-V with the def2-TZVPD basis set",
  "smiles": "C=CC(=O)[C@@](N)(CC)S(=O)(=O)O",
  "mol_weight_da": 193.224,
  "orbital_gap_ev": 8.7,
  "de_lowest_kj_mol": 322.4,
  "lumo_energy_ev": -0.7953,
  "e_homo_ha": -0.3478,
  "charge": 0,
  "elements": ["C", "C", "C", "O", "C", "N", "C", "C", "S", "O", "O", "O", "H", "H", "H", "H", "H", "H", "H", "H", "H", "H", "H"],
  "xyz": [[0.5087, 2.3981, 2.3661], [0.3454, 1.1680, 1.8748], [0.5984, 0.7062, 0.5472], [1.4184, 1.1810, -0.2951], [-0.0615, -0.7248, 0.0979], [-0.0848, -1.5395, 1.1511], [-1.4145, -0.6144, -0.5718], [-1.3347, 0.4284, -1.6745], [1.2239, -1.4529, -1.0633], [2.4963, -1.4916, -0.4123], [0.5758, -2.6904, -1.4062], [1.2827, -0.4388, -2.3041], [0.2296, 2.6315, 3.3821], [1.0641, 3.2226, 1.9322], [-0.2858, 0.4987, 2.3836], [-0.8738, -2.1771, 0.9565], [0.7362, -2.0171, 1.4395], [-2.2039, -0.4716, 0.2570], [-1.6612, -1.5417, -0.8636], [-0.9329, 1.3776, -1.1106], [-2.3737, 0.6437, -2.0712], [-0.7001, 0.4277, -2.5604], [1.4476, 0.4763, -2.0549]],
  "atomic_forces_ev_per_a": [[1.009, 0.086, 0.283], [-0.850, 1.454, 0.140], [2.648, -0.815, -4.461], [-2.238, -0.021, 2.877], [2.452, 4.020, -1.658], [-2.922, -2.906, 2.579], [0.836, 2.717, 1.461], [-1.899, 3.385, 0.899], [-1.146, 0.947, 0.330], [0.048, -0.092, -0.004], [0.633, 0.423, -0.994], [-0.006, -2.243, -0.831], [-0.470, -0.211, 0.120], [-0.040, -0.328, -0.624], [-0.407, -0.829, 1.033], [1.003, -0.218, 0.982], [0.766, -0.323, 0.091], [1.144, 0.793, -1.225], [-0.663, -3.547, -1.704], [-1.249, -1.277, -1.303], [1.086, 0.008, 0.591], [-0.058, -1.229, 0.435], [0.325, 0.206, 0.982]]
}

=====

{
  "formula": "C6H11NS",
  "method": "ωB97M-V with the def2-TZVPD basis set",
  "smiles": "N[C@H]1C[C@]12CCCS2",
  "mol_weight_da": 129.228,
  "orbital_gap_ev": 9.1,
  "de_lowest_kj_mol": 92.3,
  "lumo_energy_ev": 0.9294,
  "e_homo_ha": -0.3017,
  "charge": 0,
  "elements": ["N", "C", "C", "C", "C", "C", "C", "S", "H", "H", "H", "H", "H", "H", "H", "H", "H", "H", "H"],
  "xyz": [[-0.9721, 2.5605, 0.6110], [-0.8199, 1.1672, 0.9818], [-1.9249, 0.1975, 0.7171], [-0.5294, 0.0200, 0.0723], [0.3291, -1.1486, 0.5102], [1.6038, -1.0815, -0.3524], [1.1686, -0.8736, -1.7586], [-0.2781, 0.2244, -1.7089], [-0.1410, 3.1037, 0.5871], [-1.3170, 2.5497, -0.3555], [-0.3574, 1.0684, 1.9889], [-2.7627, 0.5610, 0.0502], [-2.1050, -0.5417, 1.4769], [-0.1171, -2.1578, 0.4501], [0.6231, -0.9814, 1.5927], [2.3864, -0.2651, -0.0479], [2.1892, -2.0391, -0.2371], [1.0204, -1.8809, -2.2370], [2.0039, -0.4827, -2.3407]],
  "atomic_forces_ev_per_a": [[-1.421, -1.182, -1.039], [0.887, 0.777, 1.729], [0.151, 0.506, -1.584], [-0.857, -0.763, -0.404], [1.406, 0.698, 1.592], [2.081, -0.188, 1.716], [0.622, -1.160, -1.302], [-0.083, 0.007, -0.158], [1.036, 0.057, 0.164], [0.007, 0.382, 0.374], [-0.282, 0.112, -0.737], [0.982, -0.644, 0.976], [-0.562, -0.028, 0.111], [-0.163, 0.604, -0.252], [-0.434, -0.352, -1.005], [-1.815, -1.133, -0.226], [-0.574, 0.828, -0.237], [-0.705, 0.944, 0.362], [-0.275, 0.536, -0.081]]
}

=====

{
  "formula": "C6H11NS",
  "method": "ωB97M-V with the def2-TZVPD basis set",
  "smiles": "SCC1[C@@H]2CNC[C@@H]12",
  "mol_weight_da": 129.228,
  "orbital_gap_ev": 9.4,
  "de_lowest_kj_mol": 424.9,
  "lumo_energy_ev": 0.8097,
  "e_homo_ha": -0.3147,
  "charge": 0,
  "elements": ["S", "C", "C", "C", "C", "N", "C", "C", "H", "H", "H", "H", "H", "H", "H", "H", "H", "H", "H"],
  "xyz": [[0.2808, -3.2296, 0.7798], [1.2981, -1.6201, 0.8019], [0.3506, -0.5006, 1.0732], [0.6651, 0.7474, 0.0967], [-0.0101, 2.0750, -0.1416], [-0.8297, 1.7162, -1.3773], [-1.2727, 0.2819, -1.3031], [-0.7027, -0.1090, 0.1147], [1.0906, -4.2767, 1.1919], [2.1376, -1.7371, 1.5895], [1.9042, -1.5737, -0.1595], [-0.0102, -0.4324, 2.0529], [1.3900, 0.4059, -0.5952], [-0.5511, 2.4417, 0.7047], [0.5887, 2.9191, -0.5905], [-1.6049, 2.4690, -1.5322], [-2.4734, 0.1859, -1.1985], [-0.8627, -0.1963, -2.1840], [-1.3882, 0.4332, 0.6765]],
  "atomic_forces_ev_per_a": [[0.287, 0.116, 0.101], [2.602, -2.164, 0.451], [1.294, 0.500, -2.829], [-2.151, -0.803, 2.782], [1.082, 0.520, -2.370], [-1.852, 1.678, 0.569], [-2.041, -0.235, 1.169], [1.059, 0.732, -2.925], [-0.091, 1.266, -0.233], [-1.617, 0.351, -0.913], [-1.282, 0.199, 0.971], [-0.114, 0.260, 1.412], [0.225, -0.090, -0.918], [-0.525, 0.112, 0.593], [0.082, -0.828, 1.085], [1.623, -2.157, 0.323], [2.730, 0.088, -0.708], [-0.265, -0.547, 0.060], [-1.046, 1.004, 1.380]]
}

=====

{
  "formula": "C6H11NS",
  "method": "ωB97M-V with the def2-TZVPD basis set",
  "smiles": "C/C=C(/C)N.C=C=S",
  "mol_weight_da": 129.228,
  "orbital_gap_ev": 7.8,
  "de_lowest_kj_mol": 245.0,
  "lumo_energy_ev": 0.1178,
  "e_homo_ha": -0.2808,
  "charge": 0,
  "elements": ["C", "C", "C", "C", "N", "H", "H", "H", "H", "H", "H", "H", "H", "H", "C", "C", "S", "H", "H"],
  "xyz": [[0.3620, 1.0132, -1.7565], [0.6169, 1.0612, -0.3067], [-0.1811, 0.6154, 0.6990], [0.1985, 0.7093, 2.1679], [-1.3789, -0.0796, 0.4536], [-0.2607, 0.1397, -1.9946], [-0.2287, 1.8747, -1.9666], [1.3248, 0.8315, -2.3395], [1.5116, 1.5613, 0.0042], [-0.4973, 0.3493, 3.0634], [0.3878, 1.6514, 2.5057], [1.0787, 0.0356, 2.2742], [-2.1204, 0.0273, 1.0989], [-1.7681, 0.1514, -0.4716], [0.9181, -3.2729, -1.1153], [1.8307, -2.3329, -0.9845], [3.0803, -1.5093, -0.6165], [0.2591, -3.5708, -0.3523], [0.8147, -3.7834, -2.0148]],
  "atomic_forces_ev_per_a": [[0.596, -1.874, -0.353], [-0.384, -0.412, 2.309], [-0.313, 0.289, -0.341], [-0.615, -3.730, 1.064], [0.057, 0.149, -1.996], [0.034, 0.089, -0.074], [-0.023, 0.900, -1.126], [-1.330, 0.864, 0.577], [0.461, 0.142, 0.209], [0.619, 0.237, -2.548], [1.103, 2.777, 0.411], [-0.276, 0.753, 0.248], [-0.346, 0.184, 1.052], [0.394, -0.389, 0.583], [0.979, 1.519, 0.107], [-0.618, -1.637, 0.624], [0.384, 0.764, -0.176], [-0.647, 0.070, 1.052], [-0.076, -0.695, -1.622]]
}

=====

{
  "formula": "C6H11O",
  "method": "ωB97M-V with the def2-TZVPD basis set",
  "mol_weight_da": 99.153,
  "orbital_gap_ev": 5.0,
  "de_lowest_kj_mol": 459.9,
  "lumo_energy_ev": 2.9567,
  "e_homo_ha": -0.0764,
  "charge": -1,
  "elements": ["C", "O", "C", "C", "C", "C", "C", "H", "H", "H", "H", "H", "H", "H", "H", "H", "H", "H"],
  "xyz": [[2.8125, -0.0779, 0.3569], [4.0021, -0.6816, 0.5455], [2.2990, -0.3223, -1.0859], [-0.9877, -0.9576, 0.4312], [-1.6531, 0.0398, -0.1720], [-1.8257, 1.1186, -0.9308], [-2.7349, -0.1862, 1.0116], [1.9866, -0.4222, 1.0516], [2.8993, 1.0190, 0.5470], [3.1331, -0.2182, -1.7807], [1.9961, -1.3755, -1.1008], [-0.2932, -0.7673, 1.2479], [1.4494, 0.2700, -1.4441], [-2.7439, 1.6746, -0.7809], [-1.1355, 1.4411, -1.6865], [-3.0208, -1.2039, 1.2726], [-2.5402, 0.3873, 1.9070], [-3.6430, 0.2624, 0.6106]],
  "atomic_forces_ev_per_a": [[0.887, 0.090, -0.199], [-0.340, -0.189, 0.210], [-0.153, -0.553, 0.210], [0.361, -1.232, -1.011], [0.121, 1.044, 1.536], [-0.582, -0.048, -0.341], [-0.884, 0.024, 0.347], [-0.058, 0.001, -0.004], [-0.367, 0.268, -0.122], [0.055, 0.130, 0.017], [0.022, -0.004, -0.246], [-0.185, 0.346, 0.107], [-0.136, 0.262, 0.172], [0.107, 0.034, -0.282], [0.261, -0.072, -0.065], [0.241, -0.011, -0.014], [0.519, 0.046, 0.142], [0.129, -0.135, -0.457]]
}

=====

{
  "formula": "C6H11O2",
  "method": "ωB97M-V with the def2-TZVPD basis set",
  "smiles": "CCCCCC(=O)[O-]",
  "mol_weight_da": 115.152,
  "orbital_gap_ev": 7.1,
  "de_lowest_kj_mol": 132.9,
  "lumo_energy_ev": 3.6115,
  "e_homo_ha": -0.1297,
  "charge": -1,
  "elements": ["C", "C", "C", "C", "C", "C", "O", "O", "H", "H", "H", "H", "H", "H", "H", "H", "H", "H", "H"],
  "xyz": [[0.5054, 2.4689, -1.0965], [0.6675, 0.9820, -1.0156], [0.7682, 0.2904, 0.5167], [-0.4262, -0.3121, 1.1296], [-1.2709, -1.4250, 0.4458], [-0.4594, -2.7951, 0.2866], [-0.9598, -3.6314, 1.0534], [0.4658, -2.8944, -0.4668], [0.1736, 2.6705, -2.0975], [-0.1557, 2.6945, -0.2247], [1.5081, 2.9551, -0.8832], [1.6411, 0.6501, -1.4267], [-0.1712, 0.5661, -1.5090], [1.1183, 1.1318, 1.1241], [1.6374, -0.4432, 0.5090], [-1.1946, 0.4780, 1.1440], [-0.1135, -0.5903, 2.1581], [-1.5052, -1.0231, -0.6172], [-2.2290, -1.7725, 0.9701]],
  "atomic_forces_ev_per_a": [[1.504, 0.030, 2.245], [1.652, -2.172, 2.498], [2.410, 0.802, -2.846], [-2.559, -0.152, 0.726], [0.675, -0.566, -1.905], [-3.315, 1.395, 2.102], [-0.148, -1.581, 0.863], [2.874, 0.155, -2.405], [-0.471, 0.855, -0.159], [-0.019, 0.661, -1.152], [-1.189, -0.194, -0.362], [-0.831, 0.114, -0.492], [-0.531, -0.994, -0.675], [-0.082, -0.045, 0.308], [-1.111, 0.734, -0.238], [0.269, 0.338, 0.833], [-0.614, 0.025, -0.355], [0.065, -0.618, 1.525], [1.421, 1.213, -0.512]]
}

=====

{
  "formula": "C6H11O2",
  "method": "ωB97M-V with the def2-TZVPD basis set",
  "s2": 2.007,
  "mol_weight_da": 115.152,
  "spin_multiplicity": 3,
  "orbital_gap_ev": [8.2, 10.0],
  "de_lowest_kj_mol": 0.0,
  "lumo_energy_ev": [-4.6246, -5.9235],
  "e_homo_ha": [-0.4721, -0.5868],
  "charge": 1,
  "elements": ["C", "C", "C", "C", "C", "C", "O", "O", "H", "H", "H", "H", "H", "H", "H", "H", "H", "H", "H"],
  "xyz": [[0.3592, -2.1652, 0.9984], [-0.7482, -1.0519, -0.6900], [0.3880, 0.1510, 1.2328], [-0.2139, 0.3564, -0.1482], [-1.3579, 1.4408, -0.1436], [0.9165, 0.8599, -1.0808], [-0.0259, -2.1990, -0.1712], [0.4802, -1.1249, 1.7979], [0.5603, -3.2256, 1.4572], [-1.8555, -1.1485, -0.3878], [-0.4016, -1.1639, -1.7771], [2.7323, 0.2314, 1.4283], [0.1752, 0.9335, 1.9966], [-1.8556, 1.4150, -1.0454], [-0.9466, 2.3715, -0.0807], [-1.9576, 1.2303, 0.6803], [0.9850, 0.3459, -2.0952], [1.8538, 0.8326, -0.5947], [0.9123, 1.9106, -1.3770]],
  "atomic_forces_ev_per_a": [[1.216, -2.288, 4.072], [-0.270, 1.954, -1.380], [-2.506, 0.935, 0.329], [0.446, -0.550, -0.776], [1.826, -3.209, 0.745], [0.062, -0.053, -1.998], [-0.660, 0.358, -0.602], [-0.206, -0.645, -1.911], [-0.012, 2.395, -0.571], [1.731, -0.306, -0.945], [-1.720, 0.478, 1.379], [0.723, -0.020, 0.090], [0.685, -0.896, -0.390], [-1.366, -0.310, -1.944], [1.252, 2.505, 0.504], [-1.557, -0.069, 1.232], [-0.070, 0.234, 1.463], [1.292, -0.652, 0.382], [-0.864, 0.138, 0.323]]
}